Formula: C23H27ClN6O
Source: OMol25
Level of theory: the ωB97M-V functional and the def2-TZVPD basis

```
! RIJCOSX wB97M-V def2-TZVPD def2/J DEFGRID3
* xyz 0 1
O 2.66712 0.23533 -0.96422
C 2.46835 0.62998 0.16410
N 3.47907 0.84318 1.04074
H 3.28581 1.23014 1.95029
C 4.86926 0.71599 0.65746
C 5.66134 1.94042 1.02239
C 6.72913 1.85347 1.90740
C 7.46315 2.97151 2.26075
C 7.13148 4.20804 1.73434
C 6.07025 4.32122 0.85409
C 5.34427 3.19433 0.50247
Cl 4.02928 3.36469 -0.61348
H 5.80263 5.27785 0.43400
H 7.69777 5.08578 2.00558
H 8.29107 2.87725 2.94656
H 6.98878 0.88894 2.31895
H 5.31119 -0.16568 1.13619
H 4.86700 0.56094 -0.42736
C 1.08901 0.92680 0.75093
C 0.00297 0.89615 -0.33019
H 0.30975 1.51403 -1.17435
H -0.92059 1.30632 0.08427
C -0.25534 -0.52842 -0.82970
N -0.54190 -1.40295 0.28078
C -1.75325 -1.92659 0.51889
N -1.93141 -2.61289 1.66215
C -3.09194 -3.18934 1.91149
N -4.18141 -3.20267 1.16831
C -4.01846 -2.51789 0.03361
N -4.92585 -2.32729 -0.96530
C -4.29988 -1.55671 -1.90722
N -3.07337 -1.25281 -1.58446
C -2.85144 -1.84634 -0.36452
C -4.97833 -1.11881 -3.15229
H -4.25155 -0.54372 -3.72660
C -6.21936 -0.26211 -2.87446
C -7.43902 -1.06751 -2.42671
C -7.30640 -1.70330 -1.04285
C -6.27206 -2.82770 -0.98327
H -6.38941 -3.40443 -0.06233
H -6.40170 -3.49941 -1.84045
H -8.27413 -2.12075 -0.75768
H -7.04264 -0.93940 -0.30818
H -8.30359 -0.39926 -2.41364
H -7.64261 -1.85025 -3.16241
H -5.97539 0.48787 -2.11902
H -6.48011 0.26722 -3.79361
H -5.26600 -1.99491 -3.74147
H -3.15389 -3.72086 2.85292
C 0.50641 -1.46448 1.26771
H 0.20099 -2.17063 2.04033
C 0.73988 -0.07441 1.86190
H 1.53300 -0.12497 2.61001
H -0.17649 0.25194 2.35873
H 1.42283 -1.81811 0.78181
H -1.09612 -0.53967 -1.52269
H 0.64219 -0.89207 -1.33860
H 1.13490 1.93604 1.17965
*
```

Values from the calculation:
HOMO level ... -0.2780 hartree
E ... -47802.427 eV
Energy above the lowest of the compared OMol25 structures with the same formula, charge and spin ... 0.0 kJ/mol
Structure (SMILES) ... O=C(NCc1ccccc1Cl)C1CCN(c2ncnc3c2nc2n3CCCCC2)CC1